DFT (ωB97M-V/def2-TZVPD) results for a molecular structure, C21H23ClN6O9SeV.

ORCA input file:
```
! RIJCOSX wB97M-V def2-TZVPD def2/J DEFGRID3
* xyz 1 3
V -0.23 0.11 -0.42
C 3.11 2.08 -2.16
N 3.55 0.92 -1.40
C 4.89 1.00 -0.82
C 2.68 0.00 -1.02
O 1.50 -0.01 -1.44
C 3.11 -1.11 -0.08
O 2.05 -1.99 0.18
C 1.70 -2.86 -0.86
C 0.19 -2.78 -1.09
O -0.47 -1.88 -0.52
N -0.40 -3.68 -1.85
C -1.84 -3.64 -2.08
C 0.31 -4.75 -2.55
H 3.87 2.31 -2.91
H 2.99 2.93 -1.49
H 2.15 1.89 -2.63
H 5.55 1.45 -1.56
H 5.27 0.02 -0.57
H 4.87 1.63 0.07
H 3.39 -0.66 0.88
H 3.98 -1.65 -0.47
H 1.98 -3.87 -0.58
H 2.20 -2.60 -1.80
H -2.28 -2.78 -1.60
H -2.29 -4.56 -1.70
H -2.02 -3.59 -3.16
H 1.36 -4.78 -2.30
H 0.21 -4.59 -3.63
H -0.14 -5.70 -2.30
O 0.44 2.37 2.49
Cl 1.03 1.77 1.37
O 2.41 2.07 1.23
O 0.86 0.29 1.43
O 0.31 2.11 0.13
O -0.04 2.27 -2.85
C -1.09 1.68 -2.79
N -1.36 0.59 -1.94
C -2.68 0.17 -2.14
O -3.23 -0.73 -1.54
C -3.29 1.05 -3.18
C -4.56 1.05 -3.72
C -4.83 2.02 -4.68
C -3.87 2.94 -5.07
C -2.59 2.92 -4.52
C -2.33 1.96 -3.57
H -5.30 0.33 -3.40
H -5.82 2.06 -5.13
H -4.11 3.68 -5.82
H -1.83 3.64 -4.82
Se -4.17 3.23 0.48
N -4.84 2.16 1.70
C -4.01 1.14 1.80
C -4.16 0.04 2.69
C -3.20 -0.93 2.66
C -2.11 -0.82 1.75
N -1.93 0.16 0.91
C -2.86 1.17 0.92
N -2.77 2.22 0.13
H -5.01 0.00 3.35
H -3.25 -1.78 3.31
H -1.36 -1.60 1.74
*
```

**Total energy**: -5625.0507 hartree
**Lowest unoccupied orbital energy (spin up / spin down)**: -0.138 / -0.138 Eh
**<S²>**: 2.01
**Relative energy (zero: lowest compared OMol25 entry of this formula, charge and spin)**: 5.3 kJ/mol